[1]
{
  "formula": "C41H41BiBrFN7O5P2",
  "method": "ωB97M-V with the def2-TZVPD basis set",
  "charge": 1,
  "gap_ev": 6.909,
  "homo_ev": -9.70,
  "symbols": ["Bi", "C", "N", "C", "C", "N", "C", "P", "C", "N", "C", "C", "N", "C", "C", "N", "C", "C", "N", "C", "H", "H", "H", "H", "H", "H", "H", "H", "H", "H", "H", "H", "H", "H", "H", "C", "C", "C", "C", "C", "C", "C", "F", "C", "C", "C", "O", "C", "C", "N", "C", "C", "O", "O", "H", "H", "H", "H", "H", "H", "H", "H", "H", "H", "H", "C", "P", "C", "C", "C", "C", "C", "C", "C", "H", "H", "H", "H", "H", "H", "H", "H", "H", "H", "H", "Br", "C", "C", "C", "C", "C", "C", "C", "O", "O", "H", "H", "H", "H"],
  "coordinates": [[13.8484, 13.9863, 10.9780], [12.2190, 19.1311, 13.7545], [13.3547, 18.2537, 13.4157], [14.7168, 18.4975, 13.4461], [15.3261, 17.2778, 13.2070], [14.3722, 16.2453, 13.0098], [13.1913, 16.9131, 13.2082], [11.5675, 16.1258, 13.3779], [11.3425, 16.2701, 11.5279], [12.2685, 15.9228, 10.5898], [11.6026, 16.1928, 9.3433], [10.3150, 16.4439, 9.5875], [10.1532, 16.5550, 10.9555], [8.9765, 17.1736, 11.6609], [11.5493, 14.3175, 13.7323], [12.5455, 13.5126, 13.4935], [12.0856, 12.2356, 13.8766], [10.7999, 12.3159, 14.3221], [10.4549, 13.6454, 14.3008], [9.2361, 14.3327, 14.8060], [12.6128, 20.1200, 13.8504], [11.4336, 19.0262, 13.0001], [11.8534, 18.9073, 14.7694], [15.0202, 19.4860, 13.7432], [16.4053, 17.1284, 13.1567], [12.0709, 16.1352, 8.3581], [9.5003, 16.6794, 8.9304], [8.9048, 18.2143, 11.4479], [8.1107, 16.6372, 11.3142], [9.0435, 17.0760, 12.7446], [12.7552, 11.3555, 13.7190], [10.1088, 11.5468, 14.6816], [8.6831, 13.5713, 15.3741], [9.5172, 15.1785, 15.4470], [8.6086, 14.7601, 14.0201], [10.9003, 7.4895, 7.3128], [10.6152, 7.7561, 8.8040], [9.1731, 7.4798, 9.3118], [8.1875, 8.4156, 8.6283], [8.5972, 9.8708, 8.7566], [7.6293, 10.8918, 8.6798], [8.0790, 12.1633, 9.0484], [7.1607, 13.1517, 9.1113], [9.3429, 12.5410, 9.4322], [10.3183, 11.4955, 9.6458], [11.6583, 11.7772, 10.1012], [11.8283, 12.9610, 10.6941], [12.6222, 10.7133, 9.9775], [12.2155, 9.4878, 9.3753], [10.9427, 9.1590, 9.1624], [9.9249, 10.1824, 9.1596], [14.0347, 10.7154, 10.4352], [14.7769, 9.8309, 10.0414], [14.3280, 11.6862, 11.2907], [10.5068, 6.5160, 7.0481], [11.9884, 7.4804, 7.1720], [10.4573, 8.2351, 6.6370], [11.2920, 7.1092, 9.4008], [9.1791, 7.5955, 10.3965], [8.8009, 6.4519, 9.0705], [7.1538, 8.3392, 8.9790], [8.0740, 8.2708, 7.5513], [6.6170, 10.7458, 8.3966], [9.6988, 13.5679, 9.5065], [12.9977, 8.7105, 9.2106], [17.1577, 14.5304, 13.4748], [16.6126, 13.1823, 12.3455], [16.5126, 11.7412, 13.5196], [18.0856, 12.7857, 11.4420], [19.3388, 13.3300, 11.8392], [20.4203, 13.0273, 11.0346], [20.3028, 12.2015, 9.9057], [19.1135, 11.5047, 9.6641], [17.9829, 11.8198, 10.4286], [17.8234, 14.1268, 14.2116], [16.3456, 14.9153, 14.0175], [17.6037, 15.3763, 12.9686], [17.4843, 11.4261, 13.9734], [16.0245, 10.8771, 13.0030], [15.8201, 12.0444, 14.3413], [19.3538, 13.9977, 12.6971], [21.3779, 13.4708, 11.3232], [21.1460, 12.0684, 9.2270], [18.9593, 10.7402, 8.8478], [17.0528, 11.3037, 10.3224], [15.0482, 9.4305, 3.7328], [14.8975, 10.8413, 4.9985], [16.0769, 10.9501, 5.8083], [16.1463, 11.7734, 6.9447], [15.0126, 12.5101, 7.2096], [13.8822, 12.4860, 6.3716], [13.8225, 11.7242, 5.2319], [14.7983, 13.3695, 8.4137], [15.7638, 13.5395, 9.2394], [13.5808, 13.7644, 8.6705], [16.9825, 10.4458, 5.4699], [17.0141, 11.8383, 7.6059], [13.0800, 13.1376, 6.7176], [12.9561, 11.7626, 4.6064]],
  "forces_ev_per_angstrom": [[1.0, -1.6, 0.2], [0.7, -0.5, 0.6], [-0.5, -1.4, 0.5], [-0.8, -1.0, 0.0], [-0.6, 0.1, -0.3], [-0.7, 3.2, 0.9], [2.4, -1.8, 0.3], [-1.2, 0.8, -0.9], [0.6, -1.8, -0.5], [-2.3, 2.0, -0.8], [1.6, -1.5, 0.9], [-1.1, 1.2, 0.5], [-0.4, 0.6, 0.9], [0.8, -1.3, -0.4], [-0.1, 0.3, 0.3], [-0.5, -1.8, 0.1], [1.4, 0.0, -0.9], [-0.2, 0.0, 0.5], [0.6, 1.9, -0.9], [0.4, -0.7, 0.2], [0.0, 0.8, -0.5], [0.2, 0.3, 0.2], [-0.1, -0.3, -0.5], [0.5, 0.0, -0.3], [-0.6, -0.1, -0.1], [0.0, -0.3, 0.7], [-0.1, 0.1, -0.2], [0.0, 0.8, -0.5], [-0.5, 0.0, -0.1], [0.3, -0.3, -0.2], [-0.9, 0.9, 0.3], [0.4, 0.5, -0.2], [0.0, 0.5, -0.1], [0.1, -0.5, 0.0], [0.1, -0.4, -0.2], [0.0, 0.3, 0.4], [-0.4, -0.6, 0.1], [-0.2, -0.6, -1.2], [-0.3, 1.3, -0.6], [-0.4, 0.4, 0.8], [2.8, -0.1, 0.8], [-0.3, 0.9, 0.2], [-0.3, 0.1, -0.5], [1.5, -1.7, 0.4], [-1.9, -0.6, -2.4], [0.9, 1.0, 1.7], [-0.1, -2.3, -1.4], [-1.7, -0.3, -1.2], [0.2, 0.7, 1.2], [-0.7, 1.0, -0.4], [1.3, 0.2, 1.1], [0.5, 1.3, 0.7], [0.1, 0.4, 0.4], [-0.3, -0.6, -1.3], [0.0, -0.2, -0.1], [-0.3, 0.0, -0.2], [0.1, -0.1, 0.3], [-0.3, 0.5, -0.3], [-0.2, 0.1, 0.0], [0.9, 0.6, 0.3], [0.3, -0.2, 0.4], [0.4, -0.7, -0.1], [-0.7, -0.3, -0.1], [-0.5, -0.2, 0.4], [-0.8, 0.7, 0.3], [0.6, -0.7, -0.4], [-0.9, 0.3, 1.0], [-0.6, -0.3, 0.4], [1.2, -0.3, 0.1], [-1.6, -0.7, -1.2], [0.7, 0.3, 0.1], [-0.1, -0.4, 0.1], [-0.8, -0.1, -0.5], [1.3, 0.6, 0.6], [0.7, -0.1, 0.4], [-1.4, 0.3, 0.6], [0.3, 0.0, -0.3], [-0.6, 0.4, -0.5], [0.6, 0.7, 0.3], [0.4, -0.2, -0.5], [0.5, -0.2, -0.3], [-0.2, -0.2, -0.4], [-0.1, 0.0, 0.4], [0.6, 1.0, 0.9], [-0.5, -0.2, -0.4], [-0.6, 0.5, -0.2], [1.7, 0.8, 1.4], [-0.3, 0.3, -0.3], [-0.3, -0.3, -0.8], [-1.7, 0.9, 0.0], [0.6, 0.5, 0.6], [0.7, -1.4, -0.2], [1.5, -0.5, 1.5], [-2.4, 0.2, -1.1], [1.4, 0.0, 0.6], [-0.4, -0.2, 0.3], [-0.2, -0.1, -0.4], [0.0, -0.3, -0.6], [-0.3, -0.2, -0.3]]
}



[2]
{
  "formula": "C41H41Cl2F3MnN5O5PS",
  "method": "ωB97M-V with the def2-TZVPD basis set",
  "charge": -2,
  "spin_multiplicity": 6,
  "e_above_lowest_kcal_mol": 1.94,
  "gap_ev": [6.081, 6.139],
  "s2": 8.75,
  "homo_ev": [-2.05, -2.11],
  "symbols": ["Mn", "Cl", "C", "C", "C", "N", "C", "O", "C", "C", "C", "C", "C", "N", "C", "C", "C", "Cl", "N", "C", "O", "C", "C", "C", "C", "C", "N", "H", "H", "H", "H", "H", "H", "H", "H", "H", "H", "C", "C", "C", "P", "C", "C", "C", "C", "C", "C", "C", "C", "C", "C", "N", "C", "C", "C", "C", "C", "C", "C", "C", "C", "H", "H", "H", "H", "H", "H", "H", "H", "H", "H", "H", "H", "H", "H", "H", "H", "H", "H", "H", "H", "H", "H", "H", "H", "H", "H", "H", "H", "H", "H", "H", "F", "C", "F", "F", "S", "O", "O", "O"],
  "coordinates": [[-0.1321, 0.3502, -0.1938], [3.1332, 4.3482, 4.6699], [2.5183, 3.7735, 3.1427], [1.6623, 2.6883, 3.1331], [1.1428, 2.1719, 1.9433], [0.2938, 1.0591, 1.9290], [-0.5234, 0.8695, 2.9898], [-0.7940, 1.6878, 3.8737], [-1.2210, -0.4727, 3.0726], [-2.2047, -0.6299, 3.9909], [-2.8582, -1.9058, 4.0955], [-2.6327, -2.8606, 3.1860], [-2.4843, -2.4415, 0.7121], [-0.8119, -1.5249, 2.3010], [1.5474, 2.7655, 0.7139], [2.3846, 3.8871, 0.7557], [2.8657, 4.3860, 1.9515], [3.9077, 5.7843, 1.9359], [1.1268, 2.1487, -0.4526], [1.3263, 2.6759, -1.6623], [1.8276, 3.7589, -1.9853], [0.9870, 1.7104, -2.7781], [1.4170, 2.0131, -4.0656], [1.2720, 1.0745, -5.0672], [0.6782, -0.1421, -4.7550], [0.2401, -0.3423, -3.4601], [0.4024, 0.5490, -2.4873], [1.3759, 2.2447, 4.0719], [-2.4757, 0.2020, 4.6195], [-3.5407, -2.0860, 4.9200], [-3.1192, -3.8295, 3.2299], [-3.0002, -3.3798, 0.4932], [2.6411, 4.3758, -0.1692], [1.8805, 2.9753, -4.2275], [1.6299, 1.2715, -6.0706], [0.5578, -0.9196, -5.4977], [-0.2392, -1.2728, -3.1766], [-3.4654, -1.1306, -2.6613], [-2.6987, -2.3545, -2.1571], [-3.6810, -3.4895, -1.8671], [-1.4748, -1.8855, -0.7871], [-1.6785, -2.6652, 2.0257], [-3.4995, -1.3008, 0.8772], [-0.8708, -3.9660, 1.9028], [-0.0937, -3.0302, -1.1420], [-0.2378, -4.1754, -1.9249], [0.8322, -4.9374, -2.3660], [0.6403, -6.1455, -3.2493], [2.1110, -4.5220, -1.9874], [2.3035, -3.4045, -1.2109], [1.2231, -2.5931, -0.7598], [1.4138, -1.4924, -0.0088], [2.7088, -1.2092, 0.5044], [3.1124, -1.6940, 1.7682], [2.2832, -2.6670, 2.5548], [4.3367, -1.3172, 2.2997], [5.2271, -0.4968, 1.6191], [6.5352, -0.1161, 2.2616], [4.8633, -0.0898, 0.3510], [3.6415, -0.4440, -0.2163], [3.3662, 0.0276, -1.6166], [-4.0011, -1.3795, -3.5834], [-2.8010, -0.2971, -2.8713], [-4.1999, -0.7836, -1.9356], [-2.0421, -2.6701, -2.9722], [-4.4576, -3.1624, -1.1743], [-3.1962, -4.3723, -1.4474], [-4.1698, -3.7869, -2.7992], [-0.0931, -1.3347, 1.6047], [-4.1378, -1.2166, -0.0007], [-2.9759, -0.3523, 1.0006], [-4.1346, -1.4579, 1.7487], [-1.5640, -4.7986, 1.7574], [-0.3072, -4.1430, 2.8177], [-0.1939, -3.9410, 1.0539], [-1.2319, -4.4987, -2.2107], [-0.4051, -6.4570, -3.2702], [1.2435, -6.9859, -2.8968], [0.9461, -5.9336, -4.2788], [2.9714, -5.0937, -2.3251], [3.3101, -3.1020, -0.9484], [1.4245, -2.1835, 3.0156], [2.8916, -3.1148, 3.3425], [1.9219, -3.4588, 1.9008], [4.6150, -1.6896, 3.2820], [7.0095, -0.9946, 2.7045], [6.3640, 0.6063, 3.0632], [7.2233, 0.3303, 1.5432], [5.5437, 0.5185, -0.2389], [4.2117, -0.2000, -2.2708], [3.2247, 1.1090, -1.6124], [2.4736, -0.4407, -2.0177], [-4.8309, 1.7125, -1.3303], [-4.0622, 2.8147, -1.4486], [-4.5680, 3.5344, -2.4712], [-4.2323, 3.5408, -0.3339], [-2.2689, 2.3911, -1.7728], [-1.6223, 3.6640, -1.6804], [-2.3495, 1.8055, -3.0897], [-2.0349, 1.4480, -0.6747]],
  "forces_ev_per_angstrom": [[0.8, 0.4, 0.1], [0.0, 0.0, 0.1], [0.0, 0.0, -0.2], [0.0, 0.0, -0.1], [0.1, 0.2, 0.1], [-0.3, -0.6, -0.3], [0.1, 0.5, -0.3], [0.1, -0.2, 0.1], [-0.3, -0.1, 0.4], [0.0, 0.2, -0.1], [0.1, -0.1, -0.1], [0.1, 0.0, 0.1], [0.1, 0.3, 0.1], [0.0, 0.2, -0.2], [0.1, 0.1, 0.4], [0.0, 0.0, -0.1], [-0.1, -0.1, 0.2], [0.1, 0.1, -0.1], [-0.5, -0.3, -0.3], [0.1, 0.0, 0.5], [0.0, 0.0, -0.1], [0.0, -0.1, -0.3], [0.0, 0.1, -0.1], [0.0, -0.1, 0.1], [0.0, 0.1, -0.1], [-0.1, -0.1, 0.0], [-0.1, 0.2, 0.0], [0.0, 0.0, 0.0], [0.1, 0.0, 0.0], [0.0, 0.0, 0.0], [0.0, 0.0, 0.1], [0.0, 0.0, 0.0], [0.0, 0.0, 0.0], [0.0, 0.0, 0.0], [0.0, 0.0, 0.0], [0.0, 0.0, 0.0], [0.0, 0.0, 0.0], [0.1, -0.1, -0.1], [0.0, 0.4, 0.0], [0.2, -0.1, 0.0], [-0.4, -0.9, 0.1], [-0.1, -0.3, -0.2], [0.0, -0.1, -0.1], [0.0, 0.2, 0.0], [0.1, 0.3, -0.1], [0.1, 0.0, 0.1], [-0.1, -0.2, 0.0], [0.1, 0.1, 0.1], [-0.1, 0.0, 0.0], [0.1, 0.0, 0.0], [0.1, -0.1, 0.1], [-0.6, 0.3, 0.4], [0.3, 0.0, -0.1], [0.1, 0.0, 0.0], [0.0, 0.1, -0.1], [0.0, 0.0, -0.1], [0.0, -0.1, 0.0], [-0.2, 0.1, 0.0], [0.1, 0.0, 0.0], [-0.2, 0.1, 0.0], [0.1, -0.1, 0.1], [0.0, 0.0, 0.0], [0.0, 0.0, 0.0], [0.0, 0.0, 0.0], [0.0, 0.0, 0.0], [0.0, 0.0, 0.0], [-0.1, 0.0, 0.0], [0.0, 0.0, 0.0], [0.2, -0.1, 0.2], [0.0, 0.1, 0.0], [-0.1, 0.1, 0.0], [0.0, 0.0, 0.0], [0.0, 0.0, 0.0], [0.0, 0.0, 0.0], [0.1, 0.0, 0.0], [0.0, 0.0, 0.0], [0.0, 0.0, 0.0], [0.0, -0.1, 0.0], [0.0, -0.1, 0.0], [0.0, 0.0, 0.0], [0.0, 0.0, 0.0], [-0.1, 0.0, 0.0], [0.0, 0.0, 0.0], [-0.1, -0.1, 0.0], [0.0, 0.0, 0.0], [0.1, 0.0, 0.0], [0.1, 0.0, 0.0], [0.0, 0.0, 0.0], [0.0, 0.0, 0.0], [0.0, 0.0, 0.0], [0.0, -0.1, -0.1], [0.1, 0.0, 0.0], [0.1, 0.1, 0.0], [0.1, 0.0, -0.1], [0.1, 0.0, 0.1], [0.1, -0.1, -0.1], [-1.4, 0.4, 0.0], [0.3, 0.1, 0.1], [0.2, -0.1, 0.0], [0.3, -0.1, -0.1]]
}



| no. | E_tot (a.u.) |
| --- | --- |
| 1 | -5917.50719 |
| 2 | -5347.74263 |